# 1
35
Properties=species:S:1:pos:R:3:lowdin_charge:R:1 method="wB97M-V/def2-TZVPD" smiles="CC[C@@H](NC)C(N)=O.O.O.O.O.O" homo_energy_ev=-9.3197 charge=0 multiplicity=1 energy_ev=-20807.26387
C 1.50 -1.71 1.24 -0.121
N 0.75 -0.61 0.63 -0.083
C -3.03 -0.94 1.15 -0.082
C -1.61 -1.48 0.87 -0.179
C -0.60 -0.35 1.16 -0.292
C -0.99 0.89 0.33 -0.532
N -1.37 1.98 1.04 0.197
O -1.12 0.84 -0.88 0.050
H 1.29 -2.73 0.89 0.079
H 1.53 -1.75 2.32 0.079
H 2.53 -1.54 0.91 0.066
H 0.78 -0.82 -0.36 0.106
H -3.39 -0.32 0.33 0.078
H -3.76 -1.74 1.21 0.070
H -2.96 -0.44 2.12 0.072
H -1.31 -2.37 1.44 0.108
H -1.49 -1.69 -0.19 0.116
H -0.50 -0.02 2.19 0.137
H -0.96 2.09 1.97 0.052
H -1.63 2.80 0.52 0.119
H 0.58 2.26 3.50 0.058
H -0.63 2.40 4.35 0.062
O -0.21 2.81 3.58 -0.053
H 2.12 -1.24 -3.23 -0.017
H 1.39 -0.57 -4.50 0.026
O 1.54 -1.36 -3.98 -0.055
H 1.37 1.34 -0.54 -0.017
H 1.46 2.75 -0.99 0.034
O 2.03 2.00 -0.77 -0.067
H 3.34 -1.32 -1.31 0.025
H 4.37 -0.17 -1.63 0.054
O 3.66 -0.71 -1.98 -0.040
H -1.51 0.65 -3.05 -0.004
H -1.20 0.45 -4.45 0.011
O -1.97 0.64 -3.91 -0.058

---

# 2
36
Properties=species:S:1:pos:R:3:lowdin_charge:R:1 method="wB97M-V/def2-TZVPD" smiles=CCc1cnc[nH]1.O.O.O.O.O.O.O homo_energy_ev=-8.5027 charge=0 multiplicity=1 energy_ev=-22854.25184
C 1.03 -2.93 -0.12 -0.091
C 1.64 -1.49 -0.08 -0.182
C 1.63 -0.98 1.30 -0.263
C 0.64 -0.89 2.25 -0.149
N 0.93 -0.08 3.32 0.053
C 2.15 0.40 3.04 -0.211
N 2.61 -0.16 1.91 0.067
H -0.01 -2.70 -0.41 0.062
H 1.02 -3.40 0.86 0.065
H 1.49 -3.63 -0.82 0.066
H 2.56 -1.46 -0.70 0.117
H 0.87 -0.80 -0.59 0.105
H -0.31 -1.33 1.98 0.088
H 2.73 1.04 3.67 0.108
H 3.45 0.14 1.41 0.152
H -2.93 2.59 -1.84 0.025
H -3.28 2.14 -0.41 0.004
O -3.35 2.88 -1.03 -0.068
H -2.51 0.34 -1.44 0.001
H -1.71 0.29 -0.14 0.023
O -2.62 0.27 -0.47 -0.066
H -0.97 0.05 -2.82 0.028
H -1.79 0.41 -4.02 0.068
O -1.90 0.28 -3.07 -0.073
H -2.15 -4.12 1.36 0.041
H -2.57 -2.54 1.21 0.035
O -1.90 -3.20 1.42 -0.053
H 1.29 2.04 0.08 -0.027
H 2.36 2.87 0.94 0.037
O 2.10 2.55 0.07 -0.069
H -1.18 2.08 0.57 0.052
H -0.94 3.34 -0.24 0.073
O -0.56 2.48 -0.04 -0.048
H 0.17 1.48 -1.93 0.024
H 1.47 1.01 -2.50 0.064
O 0.53 1.01 -2.70 -0.058

---

# 3
34
Properties=species:S:1:pos:R:3:lowdin_charge:R:1 method="wB97M-V/def2-TZVPD" homo_energy_ev=-12.4076 charge=+1 multiplicity=1 energy_ev=-18197.73398
C -2.08 0.51 0.78 -0.259
C -1.98 -0.89 1.38 -0.182
C -0.56 -1.45 1.45 -0.176
C 0.30 -1.16 0.23 -0.164
N -0.27 -1.76 -0.99 0.093
C -0.11 -1.28 -2.19 -0.161
N 0.69 -0.29 -2.45 0.190
N -1.26 1.55 1.41 0.009
H -1.82 0.48 -0.27 0.070
H -3.12 0.83 0.84 0.123
H -2.40 -0.87 2.39 0.116
H -2.63 -1.55 0.80 0.110
H -0.60 -2.53 1.62 0.119
H -0.05 -1.05 2.33 0.118
H 0.39 -0.09 0.08 0.067
H 1.31 -1.56 0.36 0.131
H -0.88 -2.55 -0.87 0.161
H -0.64 -1.76 -3.00 0.162
H 0.65 0.12 -3.37 0.133
H 0.97 0.35 -1.71 0.087
H -0.34 1.21 1.67 0.049
H -1.72 1.98 2.20 0.088
H 2.89 0.73 1.14 0.010
H 2.58 2.16 1.67 0.073
O 2.18 1.40 1.22 -0.060
H -0.34 2.33 -0.18 0.024
H 1.14 1.92 -0.16 0.008
O 0.37 2.00 -0.76 -0.102
H -1.54 1.44 -2.22 0.034
H -2.54 1.06 -3.31 0.066
O -1.79 0.72 -2.82 -0.049
H 4.72 -0.43 0.21 0.075
H 4.47 -0.96 1.64 0.074
O 4.03 -0.57 0.87 -0.034

---

# 4
35
Properties=species:S:1:pos:R:3:mulliken_spin:R:1 method="wB97M-V/def2-TZVPD" s2=0.75 homo_energy_ev="-2.2638 / -10.5868" charge=0 multiplicity=2 energy_ev=-21361.83333
C 2.39 1.39 1.73 0.046
C 1.54 0.51 0.86 0.409
C 0.95 -0.67 1.70 -0.042
C -0.06 -1.59 1.00 0.126
C -1.48 -1.42 1.41 0.384
O -2.31 -2.23 0.74 -0.066
O -1.93 -0.60 2.18 -0.150
N 0.41 1.22 0.11 0.539
H 2.98 0.98 2.53 -0.011
H 1.80 2.21 2.20 0.077
H 3.15 1.98 1.19 -0.090
H 2.11 0.05 0.05 -0.195
H 0.45 -0.20 2.56 -0.020
H 1.89 -1.07 2.15 -0.048
H -0.15 -1.49 -0.15 0.021
H 0.22 -2.65 1.13 0.005
H -3.24 -2.05 0.99 0.017
H -0.08 1.82 0.78 0.058
H 0.67 1.73 -0.76 -0.103
H -0.22 0.51 -0.29 -0.140
H -1.64 1.65 2.86 0.038
H -1.03 2.93 2.64 0.019
O -0.86 2.01 2.39 -0.078
H -1.16 -2.19 -2.62 -0.017
H -1.84 -2.23 -1.22 0.045
O -1.04 -2.51 -1.72 0.080
H 0.78 3.78 -2.32 0.040
H 2.24 3.18 -2.39 0.106
O 1.33 3.01 -2.10 -0.289
H -0.58 1.31 -2.77 0.152
H 0.12 -0.09 -2.91 0.069
O -0.31 0.54 -2.26 -0.120
H 0.95 -0.75 -4.64 -0.065
H 1.30 -1.92 -3.48 -0.059
O 1.11 -1.01 -3.73 0.261

---

# 5
36
Properties=species:S:1:pos:R:3:lowdin_charge:R:1 method="wB97M-V/def2-TZVPD" homo_energy_ev=-5.2570 charge=-1 multiplicity=1 energy_ev=-23413.47923
C 0.30 -0.29 3.05 -0.011
C -0.32 0.38 1.89 -0.492
N -0.77 -0.37 0.86 -0.077
C -1.37 0.36 -0.28 -0.027
C -0.23 -1.69 0.52 -0.111
C 1.30 -1.51 0.20 -0.368
O 1.55 -0.60 -0.76 -0.275
O -0.46 1.62 1.97 -0.012
H -0.52 -0.95 3.46 0.107
H 1.21 -0.83 2.92 0.056
H 0.41 0.37 3.94 0.094
H -1.94 1.21 0.05 0.086
H -1.80 -0.32 -1.00 0.043
H -0.45 0.83 -0.73 0.109
H -0.55 -2.44 1.26 0.116
H -0.77 -1.99 -0.36 0.087
H 1.97 -2.38 0.13 0.105
H 1.70 -1.29 1.21 0.068
H -1.58 -1.21 -2.75 -0.002
H -2.24 -2.66 -2.65 0.039
O -2.40 -1.72 -2.57 -0.088
H 2.89 2.83 0.81 0.037
H 1.71 2.96 1.77 0.022
O 2.49 3.45 1.44 -0.060
H 2.83 -0.13 -1.36 -0.007
H 3.71 1.10 -1.73 -0.016
O 3.72 0.15 -1.88 -0.174
H -3.94 -0.23 0.22 0.019
H -3.88 -0.54 -1.24 -0.003
O -4.47 -0.16 -0.57 -0.070
H 0.73 -0.97 -2.07 0.014
H 0.99 -1.12 -3.46 0.045
O 0.20 -1.16 -2.92 -0.123
H 0.70 3.30 -0.03 0.004
H -0.44 2.69 0.70 -0.026
O -0.27 3.32 -0.05 -0.107

---

# 6
33
Properties=species:S:1:pos:R:3:lowdin_charge:R:1 method="wB97M-V/def2-TZVPD" smiles="C/C=C/CC.O.O.O.O.O.O" homo_energy_ev=-9.3494 charge=0 multiplicity=1 energy_ev=-17826.20770
C 0.19 -1.40 -2.24 -0.091
C 0.51 -2.23 -0.96 -0.241
C -0.60 -2.23 0.04 -0.128
C -0.79 -1.24 0.92 -0.198
C -1.84 -1.28 1.98 -0.091
H 0.45 -0.34 -2.23 0.036
H -0.90 -1.41 -2.38 0.068
H 0.64 -1.91 -3.08 0.061
H 1.45 -1.78 -0.60 0.098
H 0.81 -3.22 -1.29 0.097
H -1.16 -3.15 0.15 0.111
H -0.09 -0.42 0.73 0.096
H -2.00 -0.29 2.41 0.070
H -1.52 -1.83 2.86 0.080
H -2.73 -1.76 1.59 0.078
H 3.37 0.32 1.75 0.018
H 2.39 1.40 2.02 0.040
O 3.07 1.16 1.38 -0.061
H -2.46 0.32 -0.91 0.023
H -3.18 1.56 -1.38 0.044
O -3.20 0.90 -0.68 -0.058
H 2.68 -1.82 2.64 0.049
H 1.61 -1.18 1.80 0.008
O 2.00 -1.15 2.68 -0.047
H -0.66 1.76 0.64 0.013
H -2.23 1.77 0.78 0.017
O -1.43 2.31 0.75 -0.068
H -0.95 2.54 -1.54 0.016
H -0.40 2.33 -2.98 0.047
O -0.81 1.91 -2.23 -0.036
H 1.56 2.05 -1.66 0.001
H 2.79 1.99 -0.79 0.013
O 2.34 1.51 -1.50 -0.064

---

# 7
47
Properties=species:S:1:pos:R:3:mulliken_spin:R:1 method="wB97M-V/def2-TZVPD" s2=0.75 homo_energy_ev="0.4016 / -3.5483" charge=-1 multiplicity=2 energy_ev=-37887.27118
Y -0.81 -0.02 -0.03 0.976
O -2.53 -0.34 -1.48 -0.098
H -3.45 -0.13 -1.22 0.010
O -0.74 -2.29 0.12 -0.291
H -1.06 -3.15 0.43 0.031
O -1.22 1.99 0.95 -0.331
H -0.63 2.59 0.45 0.003
C 0.71 -1.72 -3.18 0.788
O 0.00 -1.10 -2.37 -0.647
N 1.47 -2.68 -2.83 0.048
N 0.92 -1.43 -4.41 0.059
H 2.07 -2.98 -3.59 -0.007
H 1.66 -2.77 -1.85 -0.049
H 1.65 -1.95 -4.87 -0.081
H 0.42 -0.69 -4.88 -0.055
C 2.65 -0.03 -0.42 7.432
O 1.45 -0.05 -0.13 -5.449
N 3.32 -1.08 -0.82 -0.392
N 3.47 0.99 -0.27 0.186
H 4.32 -0.96 -0.83 -0.270
H 2.90 -2.00 -0.76 0.173
H 3.04 1.86 0.01 -0.093
H 4.38 0.87 -0.68 -0.444
C 0.16 -0.69 3.36 -0.168
O 0.21 -0.31 2.19 -0.431
N -0.35 -0.10 4.39 -0.002
N 0.75 -1.85 3.69 -0.030
H -0.89 0.76 4.30 0.006
H -0.07 -0.41 5.31 -0.009
H 1.17 -2.31 2.90 -0.014
H 0.81 -2.11 4.67 -0.008
C 0.18 2.54 -2.35 1.368
O -0.26 1.62 -1.65 -1.103
N 0.05 2.61 -3.62 0.028
N 0.96 3.53 -2.02 0.103
H -0.61 1.97 -4.03 0.006
H 0.28 3.52 -4.01 0.027
H 1.26 3.58 -1.05 -0.040
H 1.27 4.12 -2.78 -0.202
C -3.31 -0.13 2.56 0.024
O -2.62 -0.59 1.65 -0.055
N -3.21 1.10 2.97 -0.006
N -4.21 -0.76 3.21 0.004
H -2.46 1.63 2.56 0.006
H -4.01 1.51 3.44 0.002
H -4.77 -0.38 3.96 -0.004
H -4.35 -1.75 3.04 0.000

---

# 8
35
Properties=species:S:1:pos:R:3:lowdin_charge:R:1 method="wB97M-V/def2-TZVPD" homo_energy_ev=-12.1794 charge=+1 multiplicity=1 energy_ev=-27556.68562
N -1.28 0.38 1.79 0.175
C -0.77 -0.58 0.69 -0.237
C 0.83 -0.61 0.59 -0.190
C 1.45 -0.09 1.90 -0.558
S 3.08 -0.76 2.46 0.731
C -1.51 -0.10 -0.53 -0.188
N -1.02 -0.74 -1.84 -0.107
C -2.11 -0.63 -2.83 -0.121
H -0.82 1.36 1.72 0.136
H -2.31 0.51 1.74 0.179
H -1.10 0.09 2.75 0.146
H -1.10 -1.61 0.92 0.143
H 1.26 -0.02 -0.27 0.085
H 1.12 -1.58 0.26 0.068
H 1.46 1.02 1.78 0.057
H 0.80 -0.31 2.82 0.076
H 3.88 -0.59 1.41 -0.148
H -2.57 -0.29 -0.53 0.109
H -1.25 1.04 -0.63 0.144
H -1.01 -1.74 -1.66 0.097
H -2.95 -1.28 -2.52 0.090
H -1.91 -0.90 -3.87 0.081
H -2.41 0.42 -2.95 0.087
H -1.31 3.44 0.11 0.097
H 0.09 2.76 0.61 0.012
O -0.89 2.83 0.76 -0.096
H 1.09 -3.48 1.62 0.057
H 0.58 -4.44 0.62 0.060
O 0.49 -3.51 0.86 -0.061
H 1.95 3.10 -0.43 0.070
H 1.95 1.67 -0.34 0.035
O 1.71 2.45 0.21 -0.058
H 2.17 0.58 -2.85 0.035
H 0.76 0.57 -2.16 0.050
O 1.65 1.02 -2.21 -0.057

---

# 9
35
Properties=species:S:1:pos:R:3:lowdin_charge:R:1 method="wB97M-V/def2-TZVPD" homo_energy_ev=-12.7719 charge=+1 multiplicity=1 energy_ev=-18767.13085
C 2.09 -0.79 -1.64 -0.183
O 1.98 -1.65 -2.74 -0.063
C 0.75 -0.95 -0.72 -0.276
C 0.97 -1.19 0.80 -0.118
C -0.23 -0.90 1.70 -0.182
C -2.65 -1.00 1.84 -0.174
N -1.55 -1.09 0.95 -0.180
N -0.19 0.08 -1.04 0.139
H 3.08 -1.05 -1.13 0.142
H 2.36 0.32 -2.02 0.163
H 1.19 -1.51 -3.25 0.057
H 0.30 -1.91 -1.13 0.146
H 1.22 -2.30 0.93 0.150
H 1.77 -0.76 1.32 0.086
H -0.57 -1.52 2.53 0.113
H -0.24 0.07 2.14 0.087
H -2.74 -1.16 2.86 0.057
H -3.60 -1.67 1.49 0.131
H -3.23 -0.08 1.48 0.096
H -1.58 -2.07 0.57 0.136
H 0.24 1.06 -0.77 0.161
H -0.41 0.10 -2.02 0.121
H -1.09 0.00 -0.55 0.120
H -1.34 -1.41 -3.98 0.091
H -1.68 -1.77 -2.28 0.103
O -1.09 -1.49 -3.04 -0.070
H 1.40 2.19 1.52 -0.008
H -0.06 2.37 1.25 0.100
O 0.75 1.91 0.91 -0.038
H -1.20 4.00 -1.11 0.006
H -2.17 3.26 -2.02 0.084
O -1.33 3.17 -1.48 -0.055
H 2.27 2.42 3.22 0.068
H 3.62 2.36 2.63 0.013
O 2.95 2.98 2.78 -0.024

---

# 10
36
Properties=species:S:1:pos:R:3:mulliken_spin:R:1 method="wB97M-V/def2-TZVPD" s2=0.75 homo_energy_ev="-9.5658 / -9.4300" charge=0 multiplicity=2 energy_ev=-20819.47680
C 0.32 -0.88 -0.22 0.043
N -0.23 -1.41 -1.50 0.677
C -0.17 -0.42 -2.59 0.002
N -1.06 0.72 -2.37 0.058
C 1.49 -1.69 0.31 0.029
C 2.50 -0.75 1.02 0.032
C 1.86 0.27 2.01 -0.008
O 1.61 1.50 1.40 0.034
H -0.51 -0.89 0.51 0.036
H 0.60 0.19 -0.36 0.011
H 0.20 -2.30 -1.78 -0.013
H -0.48 -0.89 -3.55 0.007
H 0.89 0.01 -2.78 0.037
H -2.01 0.42 -2.27 -0.004
H -0.81 1.23 -1.57 -0.005
H 1.17 -2.42 1.06 0.001
H 2.02 -2.21 -0.43 0.007
H 3.05 -0.15 0.27 -0.002
H 3.24 -1.34 1.55 0.008
H 0.96 -0.14 2.50 0.002
H 2.58 0.52 2.81 0.011
H -3.37 0.06 0.19 -0.001
H -2.31 1.25 0.43 0.000
O -3.25 0.95 0.57 0.000
H 2.30 1.80 -0.19 0.000
H 1.53 1.71 -1.51 0.000
O 2.43 1.87 -1.14 0.006
H -2.43 0.55 2.36 0.000
H -1.09 0.98 1.93 0.001
O -1.55 0.55 2.68 0.007
H -0.80 2.69 0.57 -0.001
H 0.58 1.56 1.00 -0.002
O -0.70 1.75 0.45 0.015
H -2.95 -2.19 0.10 0.000
H -2.39 -1.33 -0.98 0.002
O -3.20 -1.52 -0.50 0.012

---

# 11
38
Properties=species:S:1:pos:R:3:lowdin_charge:R:1 method="wB97M-V/def2-TZVPD" smiles=NCCc1cnc[nH]1.O.O.O.O.O.O.O homo_energy_ev=-8.4174 charge=0 multiplicity=1 energy_ev=-24360.74554
C 3.10 -0.62 1.21 -0.260
C 2.55 0.83 1.25 -0.134
C 1.13 0.92 0.81 -0.286
C 0.52 1.46 -0.29 -0.133
N -0.82 1.07 -0.41 0.062
C -1.01 0.33 0.67 -0.214
N 0.07 0.30 1.48 0.097
N 2.49 -1.33 0.07 -0.003
H 3.10 -1.19 2.15 0.104
H 4.17 -0.43 0.95 0.114
H 2.68 1.25 2.24 0.098
H 3.18 1.45 0.64 0.113
H 0.89 2.21 -0.96 0.098
H -1.95 -0.19 0.78 0.115
H 0.02 -0.06 2.41 0.149
H 3.03 -2.17 -0.14 0.071
H 1.60 -1.74 0.37 0.044
H -1.34 -2.38 -0.49 0.011
H -2.63 -2.50 0.28 0.029
O -1.80 -2.97 0.13 -0.061
H 2.12 0.79 -2.75 0.065
H 0.93 0.88 -3.65 0.069
O 1.22 1.13 -2.76 -0.072
H 0.56 -1.02 -1.65 0.018
H -0.34 -0.15 -2.39 0.005
O -0.25 -1.09 -2.19 -0.079
H -2.70 -1.00 -1.82 0.032
H -4.15 -1.00 -2.06 0.047
O -3.53 -1.29 -1.37 -0.062
H -0.45 -3.03 1.61 0.017
H 0.74 -3.16 2.53 0.053
O 0.18 -2.49 2.12 -0.075
H 0.24 2.48 2.40 0.027
H 1.13 3.82 2.20 0.047
O 1.01 2.99 2.66 -0.045
H -3.50 1.12 -2.43 0.004
H -2.94 2.00 -1.46 0.009
O -3.62 2.05 -2.15 -0.076

---

# 12
35
Properties=species:S:1:pos:R:3:mulliken_spin:R:1 method="wB97M-V/def2-TZVPD" s2=0.76 homo_energy_ev="-13.5511 / -13.5510" charge=+1 multiplicity=2 energy_ev=-19324.00895
C 1.65 -1.67 -2.23 0.007
C 2.39 -1.11 -0.98 0.035
C 1.71 0.20 -0.53 0.222
C 2.45 1.27 -0.11 0.269
N 1.76 2.43 0.23 0.281
C 0.23 0.15 -0.77 0.046
H 1.57 -0.72 -2.73 0.006
H 2.27 -2.40 -2.77 -0.001
H 0.73 -2.15 -2.05 -0.001
H 2.32 -1.72 -0.03 0.050
H 3.46 -0.95 -1.09 0.002
H 3.50 1.36 -0.25 0.010
H 2.38 3.08 0.74 -0.008
H 0.95 2.24 0.80 0.005
H -0.18 0.33 -1.75 0.029
H -0.38 0.96 -0.33 0.005
H -0.15 -0.76 -0.19 0.036
H 0.28 -2.46 1.57 0.000
H -1.28 -2.77 1.54 0.000
O -0.54 -2.47 2.05 0.002
H -1.77 0.77 2.43 0.000
H -1.24 -0.46 1.80 0.000
O -1.57 0.46 1.53 0.002
H -3.65 -1.63 -0.71 0.000
H -2.33 -0.77 -0.42 0.000
O -2.81 -1.58 -0.28 0.001
H 0.40 2.92 -1.40 -0.001
H 0.15 3.33 -2.75 -0.001
O -0.29 3.39 -1.88 0.006
H -0.25 -1.57 4.02 0.000
H 0.48 -0.23 3.46 0.000
O -0.19 -0.61 4.01 0.000
H -4.29 1.22 -1.01 0.000
H -3.41 0.95 0.15 0.000
O -4.35 0.94 -0.09 0.000

---

# 13
36
Properties=species:S:1:pos:R:3:lowdin_charge:R:1 method="wB97M-V/def2-TZVPD" smiles="CC[C@@H](C)NC=O.O.O.O.O.O.O" homo_energy_ev=-10.4007 charge=0 multiplicity=1 energy_ev=-21380.40829
C -1.50 0.10 0.87 -0.272
N -1.76 -0.36 -0.35 0.040
C -0.39 -3.42 -1.98 -0.129
C -0.83 -2.53 -0.86 -0.222
C -0.74 -1.03 -1.25 -0.302
C -1.28 -0.66 -2.66 -0.033
O -0.31 0.24 1.18 -0.069
H -2.36 0.40 1.51 0.161
H -2.70 -0.63 -0.71 0.158
H 0.37 -2.95 -2.67 0.075
H 0.08 -4.39 -1.70 0.082
H -1.38 -3.72 -2.39 0.084
H -1.88 -2.74 -0.55 0.121
H -0.17 -2.65 0.01 0.109
H 0.20 -0.50 -0.94 0.137
H -1.63 -1.51 -3.14 0.039
H -0.46 -0.20 -3.24 0.093
H -2.02 0.12 -2.71 0.076
H 1.44 2.88 -2.43 0.033
H 0.38 2.82 -1.26 -0.012
O 0.53 2.67 -2.20 -0.053
H -0.83 2.03 2.08 -0.031
H -0.62 1.94 3.55 0.041
O -1.01 2.54 2.87 -0.084
H 1.66 -0.96 2.21 0.008
H 2.55 -0.82 1.07 0.030
O 2.61 -1.00 2.02 -0.058
H -0.23 3.87 1.52 0.021
H 0.82 2.98 0.80 0.046
O 0.18 3.70 0.67 -0.061
H 1.60 0.67 3.47 0.056
H 0.37 0.52 2.63 -0.020
O 0.65 0.52 3.59 -0.101
H 3.00 -1.20 -2.18 0.038
H 2.69 -2.67 -2.10 0.054
O 2.36 -1.85 -2.50 -0.055